# 1
A molecular structure, C50H55N9SSeW at a distorted geometry, computed with ωB97M-V/def2-TZVPD.

Geometry (Å):
W: 0.52973 -0.26156 -0.06575
C: 5.07801 2.61961 -3.69403
C: 4.04749 1.58648 -4.15559
C: 2.83307 1.59026 -3.29020
C: 1.64487 2.21019 -3.52417
C: 1.24310 3.04179 -4.69644
C: 0.37607 2.24975 -5.67993
C: 0.79297 1.91649 -2.40131
N: 1.44757 1.11584 -1.47522
C: 2.72272 0.93654 -2.00964
C: 3.75087 0.29729 -1.36476
C: 3.69961 -0.18767 -0.05047
C: 4.82499 -0.63123 0.68376
C: 6.22062 -0.74602 0.16503
C: 7.00161 0.54881 0.40630
C: 4.38436 -0.87458 1.97258
C: 2.99128 -0.62139 1.97572
C: 2.15768 -0.81084 3.08722
C: 0.80832 -0.57086 3.11795
N: 0.07637 -0.01876 2.06841
C: -1.22065 0.06930 2.56504
C: -2.20622 0.81513 1.98218
C: -2.03779 1.54965 0.80139
N: -0.95635 1.42275 -0.05297
C: -1.26787 2.25730 -1.11148
C: -0.46091 2.43678 -2.23959
C: -2.50584 2.91254 -0.91054
C: -2.98392 2.47955 0.31322
C: -4.21196 2.91156 1.04153
C: -3.89559 3.91412 2.15435
C: -3.14353 3.86357 -1.86625
C: -2.60944 5.28783 -1.69767
C: -1.31489 -0.54730 3.86311
C: -0.05087 -0.89577 4.22904
C: 0.38311 -1.58488 5.47543
C: 1.03146 -0.64286 6.49260
C: -2.58922 -0.79589 4.59073
C: -2.85072 0.26028 5.66562
N: 2.55097 -0.19149 0.73290
C: 5.19312 -1.32617 3.14528
C: 5.07752 -2.83590 3.36816
H: 5.98094 2.53650 -4.29406
H: 5.33496 2.46484 -2.64910
H: 4.68361 3.62846 -3.80145
H: 4.48994 0.58812 -4.14940
H: 3.75819 1.81164 -5.18363
H: 2.14174 3.39449 -5.20509
H: 0.69615 3.92090 -4.34651
H: 0.91492 1.37322 -6.03259
H: 0.12149 2.86522 -6.54040
H: -0.54315 1.91571 -5.20252
H: 4.69396 0.20221 -1.87843
H: 6.19932 -0.97871 -0.90143
H: 6.72573 -1.57317 0.66731
H: 6.52344 1.38165 -0.10561
H: 8.02308 0.45137 0.04659
H: 7.03103 0.77672 1.46968
H: 2.61256 -1.20410 3.98165
H: -3.14911 0.90758 2.49549
H: -0.84660 3.07441 -3.01713
H: -4.70544 2.03735 1.47109
H: -4.90397 3.36737 0.33345
H: -3.23528 3.47347 2.89677
H: -4.81138 4.22849 2.64840
H: -3.40405 4.79425 1.74864
H: -4.22348 3.86020 -1.70612
H: -2.96500 3.52516 -2.89001
H: -2.80324 5.64327 -0.68776
H: -3.09489 5.95730 -2.40504
H: -1.53501 5.31464 -1.86999
H: 1.08706 -2.37513 5.20830
H: -0.48819 -2.06337 5.92445
H: 1.88209 -0.12141 6.06019
H: 1.38013 -1.21928 7.34589
H: 0.32241 0.10539 6.84121
H: -2.53322 -1.78838 5.04651
H: -3.41711 -0.81312 3.87870
H: -2.04294 0.25722 6.39227
H: -3.78513 0.04645 6.17904
H: -2.90896 1.25412 5.22396
H: 4.85586 -0.79892 4.04151
H: 6.24125 -1.06443 2.98008
H: 4.03808 -3.13285 3.48634
H: 5.63094 -3.12047 4.25999
H: 5.48507 -3.37261 2.51570
S: 1.67071 -1.90539 -1.69384
C: 0.15207 -2.78296 -2.04162
N: 0.28978 -3.94865 -2.62916
N: -0.72445 -4.78131 -2.80352
C: -1.99380 -4.82070 -2.22881
C: -3.08191 -5.18516 -3.02238
C: -4.35175 -5.23840 -2.47825
C: -4.54765 -4.95689 -1.13547
C: -3.46286 -4.64372 -0.33122
C: -2.19312 -4.57871 -0.86924
N: -0.99562 -2.21505 -1.78672
N: -1.01560 -0.98461 -1.17610
C: -2.29583 -0.46377 -1.56637
C: -2.43835 0.03315 -2.85908
C: -3.68463 0.41848 -3.31315
C: -4.78682 0.29913 -2.48327
C: -4.64544 -0.20956 -1.20420
C: -3.40279 -0.60749 -0.74150
H: -0.51090 -5.47935 -3.50555
H: -2.93321 -5.41552 -4.06723
H: -5.19312 -5.50763 -3.10139
H: -5.54223 -4.99250 -0.71480
H: -3.59670 -4.47806 0.72854
H: -1.34538 -4.38286 -0.23129
H: -1.56656 0.08602 -3.49845
H: -3.80001 0.78443 -4.32402
H: -5.76406 0.58258 -2.84453
H: -5.51511 -0.32399 -0.57471
H: -3.27817 -1.06358 0.23266
Se: 0.50287 -2.75442 0.94450
C: -0.62316 -3.21241 2.30063
N: -1.34573 -3.55310 3.13103

Values from the calculation:
E_HOMO (spin up / spin down), Ha: -0.2231 / -0.2231
Frontier orbital gap (spin up / spin down), eV: 4.57 / 4.58

Atom charges from the Löwdin analysis, given in e for atoms 1 to 99: 1.42, -0.08, -0.18, -0.12, -0.12, -0.19, -0.07, -0.22, -0.03, -0.28, 0.00, -0.26, -0.12, -0.18, -0.08, -0.12, -0.23, 0.04, -0.28, -0.05, -0.22, 0.06, -0.23, 0.01, -0.23, 0.05, -0.13, -0.13, -0.18, -0.07, -0.19, -0.07, -0.15, -0.15, -0.18, -0.08, -0.19, -0.07, -0.05, -0.19, -0.07, 0.07, 0.06, 0.08, 0.12, 0.11, 0.11, 0.11, 0.08, 0.07, 0.06, 0.11, 0.11, 0.11, 0.07, 0.07, 0.07, 0.11, 0.12, 0.11, 0.11, 0.11, 0.07, 0.07, 0.07, 0.11, 0.11, 0.07, 0.07, 0.07, 0.11, 0.11, 0.07, 0.07, 0.07, 0.11, 0.11, 0.06, 0.07, 0.07, 0.11, 0.11, 0.07, 0.07, 0.08, 0.66, -0.87, 0.04, 0.00, -0.25, -0.04, -0.10, -0.10, -0.08, -0.04, 0.01, -0.18, -0.27, -0.03

# 2
A molecular structure, C50H57LaN4O3P2 at a distorted geometry, computed with ωB97M-V/def2-TZVPD.

Geometry (Å):
La: 0.16477 -0.43679 -0.07596
C: 1.26527 3.50491 -4.18446
C: 1.24297 2.17001 -3.44356
C: 1.09317 0.97471 -4.38316
P: 0.06667 1.84471 -1.99526
C: -0.10013 3.46011 -1.05076
C: 1.27827 3.84781 -0.52796
C: -0.80463 4.62661 -1.73666
C: -1.61413 1.64551 -2.65506
C: -2.05373 2.24611 -3.82586
C: -3.35993 2.11561 -4.25656
C: -4.25193 1.39001 -3.47986
C: -3.83833 0.77201 -2.32236
C: -2.50393 0.86071 -1.86606
N: -2.06273 0.37341 -0.67786
C: -2.85373 -0.39919 0.15194
C: -3.66243 -1.47829 -0.24166
C: -4.38943 -2.18529 0.69664
C: -4.36103 -1.82459 2.03484
C: -3.56893 -0.76339 2.45154
C: -2.79643 -0.07169 1.53404
P: -1.68583 1.36391 1.84544
C: -1.32813 1.29621 3.70814
C: -0.77753 -0.07659 4.10074
C: -0.25633 2.34761 4.00994
C: -3.06983 2.65841 1.86754
C: -2.60213 4.00861 2.40974
C: -3.68853 2.85961 0.48854
H: 2.08897 3.49291 -4.89736
H: 0.35287 3.71071 -4.73386
H: 1.44347 4.32271 -3.49436
H: 2.22677 2.07391 -2.96186
H: 0.09927 0.95321 -4.82706
H: 1.83097 1.01441 -5.18246
H: 1.24887 0.05541 -3.81576
H: -0.71243 3.14391 -0.19096
H: 1.92857 4.17521 -1.33616
H: 1.19587 4.66031 0.19214
H: 1.73007 2.98431 -0.04336
H: -0.20073 5.05391 -2.53056
H: -1.76073 4.32601 -2.16016
H: -0.98603 5.41021 -1.00156
H: -1.36793 2.84231 -4.40356
H: -3.68923 2.60531 -5.15936
H: -5.29253 1.32321 -3.77016
H: -4.56573 0.24891 -1.71666
H: -3.68373 -1.77249 -1.28316
H: -4.98383 -3.03239 0.38054
H: -4.95123 -2.37429 2.75244
H: -3.57483 -0.47659 3.49444
H: -2.23183 1.52371 4.29024
H: -0.21553 -0.51229 3.27094
H: -0.09603 0.01951 4.94784
H: -1.56663 -0.76349 4.39004
H: 0.60327 2.17251 3.37044
H: -0.60783 3.35971 3.83754
H: 0.05287 2.28561 5.05314
H: -3.83913 2.23331 2.52544
H: -1.64423 4.28061 1.96964
H: -3.32213 4.78161 2.14534
H: -2.50893 4.00151 3.49284
H: -2.96843 3.27441 -0.21356
H: -4.06903 1.92551 0.08594
H: -4.52023 3.55941 0.57314
C: 5.39817 -4.26739 4.69984
O: 4.24197 -4.11009 3.91164
C: 3.85397 -2.86099 3.53604
C: 4.54567 -1.67929 3.86684
C: 4.07177 -0.47639 3.41944
C: 2.90687 -0.36159 2.63834
C: 2.46587 0.90351 2.13744
C: 3.18577 2.16721 2.57044
O: 1.51487 1.05241 1.34244
C: 2.17297 -1.56129 2.31504
O: 1.08177 -1.55689 1.65134
C: 2.69727 -2.78589 2.79334
H: 5.48037 -5.33799 4.88304
H: 5.30557 -3.74679 5.65904
H: 6.29747 -3.92309 4.17864
H: 5.44627 -1.70829 4.45724
H: 4.62717 0.41821 3.65704
H: 3.27757 2.23361 3.65064
H: 2.61377 3.01751 2.20704
H: 4.17747 2.19501 2.12534
H: 2.16267 -3.69209 2.54654
C: -2.13643 -4.26489 2.33364
C: -2.54943 -5.16779 1.37004
C: -2.19693 -4.92839 0.05304
C: -1.44973 -3.79239 -0.25236
N: -1.13403 -2.87889 0.66604
C: -1.45603 -3.12729 1.92614
C: -1.00553 -3.54199 -1.63666
C: -0.65903 -4.59149 -2.48916
C: -0.29103 -4.30159 -3.79206
C: -0.32793 -2.98389 -4.22146
C: -0.67963 -2.00799 -3.30256
N: -0.96103 -2.26669 -2.03366
H: -2.35113 -4.42619 3.37934
H: -3.12703 -6.03719 1.64964
H: -2.49863 -5.59519 -0.73776
H: -1.15583 -2.38519 2.65054
H: -0.65283 -5.60979 -2.12896
H: 0.01967 -5.09269 -4.45796
H: -0.07153 -2.71199 -5.23296
H: -0.74153 -0.96859 -3.59476
N: 6.65827 -0.97949 -4.48746
C: 5.75087 -0.98779 -3.78316
C: 4.61227 -0.97429 -2.95396
C: 3.69877 -2.02699 -2.98326
C: 2.56287 -1.97179 -2.19276
C: 2.22627 -0.86379 -1.38966
C: 3.19367 0.16471 -1.38876
C: 4.36097 0.11961 -2.12716
H: 3.89567 -2.87789 -3.62586
H: 1.89967 -2.83329 -2.22166
H: 3.03107 1.05651 -0.78826
H: 5.08607 0.92201 -2.07916

Values from the calculation:
E_HOMO, Ha: -0.2454
Frontier orbital gap, eV: 6.53

Atom charges from the Löwdin analysis, given in e for atoms 1 to 99: 1.83, -0.10, -0.51, -0.12, 1.04, -0.53, -0.12, -0.10, -0.33, -0.12, -0.10, -0.09, -0.04, -0.34, -0.21, -0.39, -0.05, -0.09, -0.10, -0.10, -0.33, 1.09, -0.52, -0.11, -0.12, -0.51, -0.12, -0.10, 0.08, 0.06, 0.05, 0.08, 0.06, 0.09, 0.04, 0.06, 0.07, 0.08, 0.03, 0.06, 0.06, 0.08, 0.08, 0.09, 0.10, 0.10, 0.11, 0.11, 0.10, 0.10, 0.11, 0.04, 0.08, 0.06, 0.04, 0.05, 0.08, 0.11, 0.07, 0.08, 0.06, 0.07, 0.06, 0.08, -0.09, -0.07, -0.26, -0.03, -0.02, -0.10, -0.38, -0.01, -0.20, -0.34, -0.31, 0.07, 0.09, 0.10, 0.10, 0.10, 0.11, 0.09, 0.08, 0.10, 0.13, -0.04, -0.05, -0.01, -0.23, 0.07, -0.12, -0.22, -0.01, -0.05, -0.04, -0.12, 0.07, 0.11, 0.11